The following is a quantum chemistry calculation of 5 unconnected molecules or ions with the total composition C35H75ClN5O9S at a distorted geometry, from OMol25.

```
126
Properties=species:S:1:pos:R:3:forces:R:3:lowdin_charge:R:1
C 6.457763 0.238964 4.876664 0.20 0.06 -0.05 -0.110
O 6.586247 -1.197099 4.968122 -1.13 0.12 0.35 -0.215
C 5.321060 -1.833613 4.777837 -0.28 0.21 -1.63 -0.218
C 4.965031 -1.770189 3.218723 -1.78 -0.82 0.51 -0.168
C 4.793100 -3.222765 2.575183 0.33 0.89 -0.88 -0.205
C 6.057987 -3.692422 1.730409 -1.15 0.09 -0.33 -0.176
C 5.621276 -4.266651 0.305964 1.35 -0.67 0.77 -0.185
C 4.716262 -5.563374 0.407897 0.40 -0.13 -0.86 -0.188
C 3.356316 -5.500278 -0.410540 0.16 -0.99 0.96 -0.162
C 2.189883 -5.103030 0.598464 -0.55 -0.38 -0.52 -0.127
C 1.120442 -4.120276 0.033750 -2.15 0.81 -0.16 -0.055
C -0.297248 -4.525397 0.132617 2.69 1.62 -0.60 0.058
N -1.291033 -3.679347 -0.312783 0.79 -0.16 0.14 0.085
C -1.086768 -2.442546 -0.861773 2.31 1.27 -0.44 -0.014
C 0.267029 -1.916514 -1.035910 -0.45 -3.18 1.57 0.081
C 1.364991 -2.795287 -0.565021 -1.34 0.39 0.65 0.030
C 2.811711 -2.248462 -0.735040 1.13 0.42 -0.92 -0.419
O 3.403693 -2.511294 -1.744504 -0.87 -0.40 0.59 0.170
O 3.461020 -1.433588 0.187513 -1.71 -0.25 -0.40 -0.027
C 2.843124 -0.136038 0.310621 -0.66 1.54 0.29 -0.160
C 2.863400 0.740511 -0.999139 0.03 0.57 0.33 -0.182
C 4.121838 1.686871 -1.138949 -0.17 0.04 -1.47 -0.182
C 4.135531 2.204903 -2.657245 -1.58 0.47 0.34 -0.259
S 4.951058 1.018685 -3.785772 3.87 -1.44 0.72 0.372
O 6.360546 1.402772 -3.829123 -2.07 0.30 -0.23 -0.360
O 4.772041 -0.372890 -3.392299 -1.25 1.76 -0.37 -0.357
Cl 4.231433 1.219428 -5.730219 -0.16 0.22 1.05 0.353
H 6.641689 0.655915 5.898695 0.03 -0.05 -1.03 0.097
H 7.192306 0.593882 4.102003 -0.52 -0.14 1.00 0.094
H 5.443919 0.582401 4.536817 0.76 -0.47 0.33 0.087
H 4.483292 -1.317010 5.338712 1.04 -0.55 -0.26 0.122
H 5.336225 -2.927920 5.046903 0.44 1.28 0.15 0.120
H 5.640339 -1.104385 2.625241 -0.30 -0.76 0.63 0.111
H 3.931395 -1.304285 3.150085 1.07 -0.32 0.00 0.097
H 3.946052 -3.116738 1.838494 0.75 -0.29 0.83 0.066
H 4.499475 -3.977996 3.351631 0.24 0.71 -0.62 0.106
H 6.626424 -4.464210 2.325948 -0.30 0.91 -0.84 0.119
H 6.665585 -2.777531 1.513942 -0.16 -0.96 0.43 0.108
H 5.216793 -3.461183 -0.357410 0.12 -0.71 0.75 0.092
H 6.593496 -4.596632 -0.171634 -1.07 0.46 0.28 0.114
H 4.544811 -5.839304 1.491851 -0.07 0.34 -1.17 0.114
H 5.297976 -6.430156 -0.026515 -0.53 0.95 0.53 0.113
H 3.404331 -4.882407 -1.340285 0.09 -0.32 1.00 0.105
H 3.154391 -6.559917 -0.749859 0.01 1.20 0.25 0.115
H 2.626367 -4.777336 1.585998 -0.57 0.15 -1.16 0.113
H 1.635715 -6.061315 0.834369 0.50 1.09 -0.15 0.120
H -0.527645 -5.509607 0.596745 -0.26 1.03 -0.56 0.152
H -2.254675 -4.019718 -0.214403 0.43 0.37 -0.13 0.185
H -1.944026 -1.798254 -1.177509 0.51 -1.11 0.43 0.146
H 0.477319 -0.905251 -1.458477 -0.39 -1.13 0.39 0.132
H 3.391327 0.439347 1.111559 -0.37 -0.94 -0.78 0.141
H 1.772815 -0.199727 0.677698 1.08 -0.31 -0.36 0.127
H 1.956968 1.418506 -0.944918 0.90 -0.68 -0.03 0.129
H 2.761521 0.165676 -1.956681 0.15 0.09 1.01 0.099
H 4.006654 2.630053 -0.530367 0.24 -1.18 -0.40 0.128
H 5.101163 1.182034 -0.939919 -0.94 0.38 0.12 0.130
H 3.058602 2.284816 -2.992141 1.12 0.00 0.21 0.102
H 4.599855 3.224098 -2.755425 -0.12 -1.29 -0.22 0.119
C -5.499648 -3.094754 -5.830526 -0.03 0.05 -0.23 -0.067
C -5.956439 -2.399469 -4.551817 0.25 -0.37 -0.04 -0.425
C -4.844055 -1.588582 -3.863758 -0.46 0.29 0.15 -0.192
O -3.909690 -2.377940 -3.130299 0.32 0.21 -0.05 -0.216
C -2.865634 -2.936286 -3.908194 -0.14 -0.22 0.18 -0.104
N -6.538868 -3.398513 -3.649157 0.15 0.29 0.27 0.048
H -4.875508 -3.968076 -5.632826 -0.02 0.04 0.07 0.064
H -6.362174 -3.443607 -6.401268 0.04 0.01 0.11 0.082
H -4.935853 -2.409744 -6.469519 0.00 -0.04 0.02 0.080
H -6.746104 -1.695861 -4.834386 0.08 0.06 0.14 0.141
H -5.315611 -0.934917 -3.123366 0.05 -0.11 0.05 0.114
H -4.326039 -0.931671 -4.572665 0.10 -0.13 -0.07 0.121
H -2.551631 -2.273650 -4.718771 -0.07 -0.02 -0.03 0.099
H -3.165120 -3.907371 -4.306586 0.11 0.04 -0.20 0.082
H -2.010770 -3.102402 -3.247979 0.01 0.02 -0.05 0.056
H -6.920652 -2.919917 -2.834595 -0.17 -0.03 -0.10 0.066
H -5.768591 -3.944870 -3.266993 -0.12 -0.08 -0.14 0.065
C -6.682809 0.508431 2.157758 0.00 0.16 0.21 -0.068
C -6.729940 0.858142 0.673855 -0.02 -0.38 0.22 -0.431
C -7.910942 0.211244 -0.072793 0.08 0.24 -0.34 -0.198
O -7.727433 -1.165638 -0.377733 -0.19 0.17 0.19 -0.202
C -8.054844 -2.051318 0.680629 0.19 -0.23 -0.22 -0.102
N -5.444330 0.507846 0.059114 -0.03 -0.03 -0.29 0.040
H -6.341324 -0.512428 2.336882 -0.04 0.01 -0.09 0.062
H -5.991604 1.171698 2.682356 -0.01 -0.04 -0.09 0.077
H -7.666504 0.625118 2.619186 0.04 -0.04 -0.02 0.083
H -6.854397 1.943997 0.605266 -0.04 -0.06 -0.11 0.122
H -8.009684 0.712839 -1.041270 0.06 -0.09 -0.02 0.117
H -8.858023 0.369102 0.456554 0.05 -0.08 0.13 0.123
H -8.900838 -1.691200 1.271490 0.06 0.06 0.03 0.094
H -7.185741 -2.214906 1.321950 -0.12 0.01 0.20 0.072
H -8.324926 -3.013435 0.241472 -0.03 0.09 -0.05 0.088
H -5.452182 0.822107 -0.909868 0.06 0.12 0.07 0.061
H -5.416247 -0.508162 -0.018257 -0.02 0.08 0.08 0.061
C 7.928031 6.347168 4.766212 0.02 0.24 -0.08 -0.070
C 7.821575 4.989368 4.079679 0.00 0.07 0.38 -0.432
C 6.428369 4.345559 4.205806 0.13 -0.24 -0.20 -0.211
O 6.168835 3.754149 5.470952 -0.22 0.24 -0.24 -0.207
C 5.717964 4.661265 6.463922 0.12 -0.27 0.23 -0.101
N 8.876069 4.110693 4.597890 -0.28 -0.20 -0.11 0.043
H 7.976763 6.264272 5.852853 -0.03 -0.08 -0.05 0.065
H 8.834888 6.864011 4.445919 -0.03 -0.11 0.02 0.079
H 7.076868 6.983815 4.510159 0.02 -0.03 0.03 0.079
H 8.010150 5.153854 3.013116 -0.07 -0.11 0.01 0.135
H 6.372890 3.523290 3.483924 0.03 -0.05 0.09 0.113
H 5.632179 5.050648 3.935753 0.02 0.11 0.11 0.117
H 5.083881 5.447569 6.045260 0.08 0.03 -0.05 0.091
H 6.567096 5.099013 6.992028 -0.10 0.19 0.00 0.077
H 5.133356 4.097171 7.192801 0.01 -0.04 -0.10 0.088
H 8.858264 3.235987 4.077815 0.15 0.08 -0.04 0.067
H 8.603410 3.834528 5.540141 0.12 0.11 -0.03 0.071
C -8.138677 6.042763 -3.155002 -0.01 0.25 0.01 -0.069
C -8.127662 4.916513 -2.126581 0.01 -0.03 -0.38 -0.428
C -6.780719 4.175429 -2.042528 -0.17 -0.14 0.26 -0.203
O -6.556379 3.248085 -3.097381 0.25 0.23 0.16 -0.205
C -6.040814 3.821757 -4.287470 -0.15 -0.29 -0.13 -0.104
N -9.236541 3.999265 -2.414262 0.26 -0.20 0.16 0.044
H -8.187153 5.673172 -4.180368 0.02 -0.06 0.07 0.065
H -9.010221 6.683353 -3.006608 0.03 -0.11 0.01 0.080
H -7.247939 6.669387 -3.059626 -0.02 -0.04 -0.02 0.080
H -8.310277 5.374110 -1.148349 0.07 -0.12 0.02 0.137
H -6.784423 3.576732 -1.125526 -0.02 -0.06 -0.07 0.101
H -5.940471 4.874715 -1.953259 -0.01 0.06 -0.14 0.120
H -5.356322 4.649210 -4.081834 -0.08 0.05 0.03 0.092
H -6.855806 4.154855 -4.932674 0.11 0.18 -0.06 0.077
H -5.492603 3.045144 -4.824379 -0.02 -0.01 0.09 0.084
H -9.280512 3.297891 -1.677799 -0.15 0.10 0.02 0.063
H -8.978106 3.462531 -3.241063 -0.12 0.13 -0.01 0.071
```
Forces are in eV/Å.

- total charge = +1
- LUMO level (eV) = -4.538
- HOMO-LUMO gap (Eh) = 0.2238